# 1
37
Properties=species:S:1:pos:R:3:nbo_charge:R:1 method="wB97M-V/def2-TZVPD" homo_ev=-7.7271 lumo_energy_ev=0.768 homo_lumo_gap_ev=8.49 fmax_ev_per_a=2.3 relative_energy_kcal_mol=34.01
C -0.428 -0.020 -2.571 -0.397
C 0.607 -0.817 -3.325 -0.607
C -1.841 -0.638 -2.567 0.005
C -1.989 -1.977 -2.196 -0.241
C -2.861 0.195 -3.043 -0.220
C -3.290 -2.482 -2.123 -0.186
C -4.133 -0.321 -2.862 -0.203
C -4.350 -1.637 -2.499 -0.228
H -0.129 0.147 -1.540 0.175
H -0.632 0.981 -2.956 0.205
H 0.618 -0.618 -4.405 0.215
H -1.128 -2.606 -2.117 0.213
H -2.607 1.135 -3.519 0.219
H -3.503 -3.515 -1.811 0.213
H -5.092 0.138 -3.092 0.214
H -5.321 -2.094 -2.520 0.211
H 0.437 -1.873 -3.162 0.206
H 1.567 -0.470 -2.923 0.212
C 0.326 -0.310 4.540 -0.637
C -0.076 0.064 2.037 -0.041
C 0.720 0.069 3.152 -0.079
C 1.806 1.191 1.443 0.139
C 1.877 0.838 2.820 -0.093
C 2.729 2.009 0.794 -0.237
C 3.038 1.106 3.575 -0.184
C 3.824 2.316 1.595 -0.214
C 4.020 1.782 2.880 -0.243
N 0.584 0.770 1.021 -0.526
H -1.053 -0.328 1.888 0.209
H 0.293 0.537 0.088 0.396
H -0.645 0.006 4.947 0.222
H 1.121 -0.010 5.220 0.216
H 2.551 2.227 -0.252 0.217
H 3.144 0.783 4.612 0.214
H 4.659 2.787 1.111 0.207
H 4.961 2.039 3.342 0.208
H 0.198 -1.404 4.419 0.221

=====

# 2
82
Properties=species:S:1:pos:R:3:mulliken_spin:R:1 method="wB97M-V/def2-TZVPD" charge=+1 homo_ev="-11.2649 / -11.2658" lumo_energy_ev="-2.079 / -4.230" homo_lumo_gap_ev="9.19 / 7.04" multiplicity=3 fmax_ev_per_a=2.2 relative_energy_kcal_mol=18.34
Pd -0.950 2.113 1.287 1.546
F 0.031 0.263 0.878 0.153
C 2.798 4.588 1.539 0.007
C 1.412 4.064 1.182 0.006
C 1.342 3.565 -0.274 -0.010
O 0.032 3.020 -0.451 0.061
C -0.212 2.384 -1.707 -0.011
N 0.993 2.966 2.081 0.072
H 2.778 5.285 2.382 0.000
H 3.246 5.200 0.755 -0.001
H 3.450 3.770 1.855 0.000
H 0.727 4.908 1.292 0.004
H 2.093 2.816 -0.528 0.004
H 1.383 4.462 -0.897 0.002
H 0.530 1.624 -1.948 0.004
H -0.200 3.155 -2.481 -0.002
H -1.201 1.937 -1.663 0.001
H 1.629 2.171 1.899 0.002
H 1.438 3.258 2.955 0.005
C 5.080 0.616 1.653 0.000
C 3.691 0.458 0.994 0.001
C 3.645 -0.803 0.126 -0.004
O 4.257 -1.921 0.688 0.000
C 4.128 -3.094 -0.092 0.000
N 2.666 0.500 2.033 0.001
H 5.154 -0.053 2.511 0.000
H 5.293 1.634 1.977 0.000
H 5.853 0.333 0.937 0.000
H 3.605 1.365 0.389 0.000
H 3.902 -0.571 -0.917 0.000
H 2.568 -1.030 0.071 0.002
H 4.390 -2.983 -1.145 0.000
H 3.098 -3.455 -0.021 0.000
H 4.741 -3.875 0.350 0.000
H 2.799 -0.250 2.703 0.000
H 1.779 0.311 1.558 -0.006
C -3.976 -2.858 -0.764 0.000
C -2.620 -2.189 -0.905 0.000
C -2.486 -1.273 -2.125 0.001
O -2.777 -2.027 -3.299 0.000
C -2.352 -1.295 -4.435 0.000
N -2.262 -1.513 0.353 0.000
H -4.769 -2.112 -0.689 0.000
H -3.946 -3.468 0.141 0.000
H -4.223 -3.478 -1.624 0.000
H -1.815 -2.920 -1.060 -0.001
H -1.489 -0.824 -2.117 0.000
H -3.292 -0.524 -2.115 0.000
H -1.286 -1.059 -4.393 0.000
H -2.955 -0.397 -4.596 0.000
H -2.470 -1.949 -5.299 0.000
H -1.300 -1.177 0.298 -0.001
H -2.388 -2.184 1.100 0.000
C -5.020 0.381 1.577 0.011
C -3.794 1.254 1.820 -0.006
C -2.992 0.720 3.011 -0.004
O -1.788 1.479 3.185 0.051
C -1.096 1.341 4.424 -0.003
N -2.878 1.280 0.618 0.090
H -5.599 0.510 0.660 0.000
H -5.772 0.479 2.364 0.000
H -4.773 -0.683 1.554 0.000
H -4.194 2.254 1.995 -0.003
H -2.671 -0.301 2.796 0.003
H -3.610 0.738 3.909 0.000
H -1.001 0.282 4.669 0.002
H -1.668 1.856 5.196 0.001
H -0.104 1.772 4.338 0.004
H -2.670 0.243 0.529 0.010
H -3.419 1.484 -0.218 0.008
C 0.762 -2.422 -1.411 -0.009
C 1.272 -1.451 -2.250 0.000
C 1.414 -1.733 -3.604 0.000
C 1.139 -3.012 -4.088 0.000
C 0.688 -3.986 -3.198 0.000
C 0.535 -3.704 -1.847 0.000
H 0.494 -2.049 -0.426 0.009
H 1.380 -0.451 -1.850 -0.001
H 1.839 -1.021 -4.303 0.000
H 1.232 -3.285 -5.129 0.000
H 0.434 -4.955 -3.608 0.000
H 0.298 -4.503 -1.155 0.000

=====

# 3
74
Properties=species:S:1:pos:R:3:mulliken_spin:R:1 method="wB97M-V/def2-TZVPD" charge=-1 homo_ev="-4.4415 / -5.6245" lumo_energy_ev="2.253 / 1.190" homo_lumo_gap_ev="6.69 / 6.81" multiplicity=6 fmax_ev_per_a=0.8 relative_energy_kcal_mol=0.00
Ru -0.939 0.730 0.752 3.943
O -0.623 0.267 4.985 0.020
C -1.010 0.066 3.845 0.015
O -1.094 0.935 2.904 0.095
C -1.468 -1.364 3.480 0.004
C -2.669 -1.380 2.521 -0.005
C -3.357 -2.748 2.577 0.005
C -2.334 -3.635 1.825 0.003
C -1.256 -2.610 1.457 0.004
O -2.039 -1.424 1.218 0.086
C -0.430 -2.226 2.698 0.020
C 0.858 -1.538 2.229 -0.041
O 1.946 -1.979 2.574 0.013
O 0.696 -0.583 1.384 -0.006
H -1.711 -1.858 4.420 0.001
H -3.313 -0.509 2.567 0.001
H -4.315 -2.716 2.059 0.000
H -3.533 -3.068 3.603 -0.001
H -2.769 -4.065 0.922 -0.001
H -1.933 -4.447 2.430 0.000
H -0.669 -2.848 0.575 0.005
H -0.138 -3.101 3.275 0.000
O -1.479 3.024 -1.137 0.059
C -1.278 1.833 -1.263 0.087
C -1.187 1.301 -2.688 0.141
C -1.787 1.963 -3.753 0.038
C -1.666 1.441 -5.030 0.009
C -0.937 0.276 -5.245 -0.001
C -0.323 -0.379 -4.188 -0.011
C -0.462 0.129 -2.902 0.055
P 0.281 -0.551 -1.397 0.166
C 0.417 -2.322 -1.785 0.005
C 1.576 -3.086 -1.680 0.024
C 1.530 -4.461 -1.873 -0.012
C 0.333 -5.088 -2.175 0.023
C -0.829 -4.334 -2.282 -0.010
C -0.790 -2.966 -2.081 0.043
C 1.952 0.182 -1.380 -0.051
C 2.920 -0.252 -0.464 0.005
C 4.134 0.407 -0.363 -0.003
C 4.397 1.524 -1.144 0.008
C 3.440 1.969 -2.041 -0.004
C 2.229 1.301 -2.164 0.015
H -2.334 2.876 -3.555 0.004
H -2.137 1.940 -5.868 0.000
H -0.844 -0.123 -6.248 0.000
H 0.251 -1.281 -4.359 -0.001
H 2.521 -2.617 -1.449 0.005
H 2.440 -5.040 -1.782 -0.001
H 0.301 -6.160 -2.321 0.002
H -1.772 -4.815 -2.510 -0.001
H -1.706 -2.389 -2.135 0.004
H 2.703 -1.049 0.231 0.005
H 4.859 0.071 0.368 0.000
H 5.334 2.054 -1.032 0.000
H 3.625 2.846 -2.648 0.000
H 1.496 1.672 -2.869 0.004
N 5.118 2.695 2.582 0.001
C 4.025 2.928 2.312 0.000
C 2.676 3.248 1.979 -0.002
C 2.232 4.573 1.988 -0.004
C 0.927 4.836 1.631 0.007
C 0.113 3.781 1.244 0.005
N 0.542 2.519 1.244 0.110
C 1.786 2.241 1.621 -0.005
H 2.908 5.366 2.280 0.000
H 0.517 5.835 1.640 0.001
H -0.903 3.962 0.922 -0.005
H 2.060 1.194 1.647 -0.005
N -3.208 1.340 0.878 0.061
C -3.559 2.323 1.410 0.046
N -4.058 3.353 2.017 0.015
C -3.407 4.491 1.821 0.001
N -2.880 5.518 1.695 0.004

=====

# 4
79
Properties=species:S:1:pos:R:3:mulliken_spin:R:1 method="wB97M-V/def2-TZVPD" charge=-1 homo_ev="-5.6427 / -5.9668" lumo_energy_ev="1.655 / 1.498" homo_lumo_gap_ev="7.30 / 7.46" multiplicity=4 fmax_ev_per_a=0.1 relative_energy_kcal_mol=0.00
Tc -1.757 1.399 -0.182 2.818
C -5.905 0.420 -1.844 0.007
O -6.227 0.283 -0.461 0.001
C -5.444 -0.575 0.263 0.013
C -6.078 -1.548 1.015 -0.013
C -5.341 -2.413 1.813 0.021
C -3.961 -2.309 1.831 -0.007
C -3.301 -1.344 1.076 -0.036
C -1.794 -1.357 1.038 0.017
N -1.210 -0.019 0.976 -0.079
N -0.027 0.078 1.669 0.036
C 0.497 1.240 1.453 -0.074
O -0.076 2.101 0.648 0.045
C 1.744 1.646 2.135 0.035
C 2.255 0.897 3.195 -0.004
C 3.403 1.313 3.852 0.000
C 4.056 2.474 3.452 0.000
C 3.556 3.214 2.390 0.000
C 2.402 2.806 1.735 0.011
C -4.044 -0.445 0.304 0.068
O -3.483 0.539 -0.411 0.060
H -6.797 0.818 -2.324 0.000
H -5.664 -0.554 -2.280 -0.001
H -5.066 1.095 -1.995 -0.005
H -7.158 -1.602 0.967 0.000
H -5.840 -3.169 2.404 0.002
H -3.373 -2.999 2.425 0.001
H -1.429 -1.816 1.960 0.010
H 1.727 0.005 3.503 -0.002
H 3.784 0.736 4.685 0.000
H 4.949 2.801 3.969 0.000
H 4.061 4.118 2.074 0.000
H 1.990 3.383 0.918 0.000
N -1.502 3.677 -2.850 0.018
C -2.091 4.141 -1.690 0.019
N -2.466 5.385 -1.495 0.001
N -2.967 5.386 -0.237 0.021
N -2.895 4.220 0.288 -0.014
N -2.339 3.381 -0.623 -0.022
C -1.426 2.337 -3.142 0.039
N -1.284 1.846 -4.355 -0.001
N -1.281 0.503 -4.177 0.022
N -1.414 0.200 -2.941 0.012
N -1.499 1.357 -2.235 -0.039
H -1.547 4.296 -3.642 -0.001
N 9.823 1.094 1.299 0.000
C 8.756 1.014 0.879 0.000
C 7.422 0.913 0.354 0.000
C 7.201 1.024 -1.017 0.000
C 5.919 0.919 -1.521 0.000
C 4.845 0.717 -0.658 0.000
C 5.062 0.617 0.712 0.000
C 6.346 0.705 1.214 0.000
N 3.540 0.612 -1.168 0.000
C 3.044 1.177 -2.330 0.000
C 1.758 0.751 -2.429 0.002
N 1.439 -0.065 -1.364 0.004
C 2.513 -0.122 -0.634 0.001
H 8.037 1.181 -1.684 0.000
H 5.751 0.976 -2.587 0.000
H 4.226 0.502 1.388 -0.001
H 6.512 0.637 2.280 0.000
H 3.630 1.842 -2.938 0.000
H 1.046 0.976 -3.205 0.001
H 2.625 -0.690 0.276 -0.003
F -2.968 -7.510 0.073 0.000
C -2.549 -6.222 0.003 0.000
C -1.413 -5.855 0.694 0.000
C -0.991 -4.535 0.614 0.000
C -1.688 -3.596 -0.141 0.006
C -1.255 -2.158 -0.169 0.009
C -2.828 -4.011 -0.823 0.000
C -3.268 -5.325 -0.759 0.000
H -0.876 -6.593 1.276 0.000
H -0.100 -4.227 1.149 0.000
H -1.588 -1.670 -1.088 -0.002
H -0.166 -2.080 -0.155 0.000
H -3.385 -3.288 -1.408 0.000
H -4.155 -5.655 -1.284 0.000

=====

# 5
48
Properties=species:S:1:pos:R:3:nbo_charge:R:1 method="wB97M-V/def2-TZVPD" charge=-1 homo_ev=-6.1794 lumo_energy_ev=2.400 homo_lumo_gap_ev=8.58 fmax_ev_per_a=5.1
O 4.995 -2.375 -2.000 -0.493
C 4.707 -1.247 -1.788 0.549
Br 5.018 -0.534 -0.006 -0.041
C 4.103 -0.377 -2.876 -0.811
S 2.911 0.888 -2.394 2.316
O 2.490 1.512 -3.627 -0.973
O 3.610 1.811 -1.528 -0.980
N 1.727 0.233 -1.548 -1.231
S 1.125 -1.136 -2.077 2.133
O 0.653 -1.088 -3.452 -0.994
O 1.996 -2.272 -1.852 -0.987
H 4.901 0.123 -3.424 0.269
H 3.600 -1.034 -3.585 0.281
H 0.038 -1.325 -1.299 -0.010
C -1.986 -2.429 4.354 -0.235
O -0.573 -2.610 4.222 -0.813
P 0.057 -2.706 2.734 2.502
O -1.104 -2.678 1.818 -1.114
O 0.756 -4.141 2.947 -0.809
C 0.392 -5.069 3.952 -0.238
O 1.309 -2.218 1.862 -0.737
C 1.406 -0.800 1.581 -0.274
H -2.186 -2.337 5.421 0.177
H -2.324 -1.529 3.846 0.203
H -2.510 -3.296 3.960 0.193
H -0.644 -5.392 3.834 0.172
H 0.549 -4.656 4.947 0.179
H 1.041 -5.934 3.829 0.187
H 1.446 -0.225 2.507 0.165
H 0.558 -0.473 0.979 0.201
H 2.321 -0.633 1.022 0.233
C -3.538 5.067 -1.763 -0.234
O -2.359 4.343 -1.411 -0.809
P -2.410 2.725 -1.416 2.515
O -3.821 2.385 -1.712 -1.127
O -1.952 2.545 0.118 -0.810
C -2.035 3.556 1.105 -0.237
O -1.549 1.448 -1.833 -0.745
C -1.323 1.217 -3.249 -0.291
H -3.267 6.122 -1.747 0.179
H -3.890 4.803 -2.757 0.197
H -4.321 4.884 -1.030 0.190
H -3.070 3.868 1.265 0.168
H -1.417 4.413 0.845 0.184
H -1.657 3.123 2.029 0.186
H -0.826 2.074 -3.702 0.180
H -2.272 1.026 -3.755 0.178
H -0.673 0.350 -3.348 0.255

=====

# 6
23
Properties=species:S:1:pos:R:3:nbo_charge:R:1 method="wB97M-V/def2-TZVPD" charge=+1 homo_ev=-13.0430 lumo_energy_ev=-3.636 homo_lumo_gap_ev=9.41 fmax_ev_per_a=4.9 relative_energy_kcal_mol=86.36
C 0.251 -2.198 -1.473 -0.024
C 0.693 -1.434 -0.414 -0.333
C -0.252 -0.064 -2.772 -0.241
C -0.641 -1.572 -2.509 -0.473
C 0.468 0.013 -0.571 0.374
C -0.013 2.218 0.384 -0.442
C 0.356 -0.005 4.349 0.334
N 0.021 0.659 -1.568 -0.382
N 0.743 1.015 0.533 -0.550
O 0.367 0.587 3.270 -0.593
H 0.250 -3.225 -1.361 0.223
H 1.176 -1.879 0.411 0.240
H -0.927 0.628 -3.349 0.235
H -0.639 -2.128 -3.356 0.239
H -1.650 -1.294 -2.124 0.241
H 0.010 2.485 -0.693 0.272
H -1.153 2.069 0.563 0.238
H 0.332 2.981 0.959 0.227
H -0.363 0.150 5.165 0.155
H 0.652 0.035 -3.289 0.213
H 1.187 -0.749 4.560 0.133
H 0.721 0.670 1.508 0.477
H 1.814 1.250 0.438 0.437

=====

Number 1: calculated total energy -19426.4283 eV. Number 2: calculated total energy -43964.9104 eV. Number 3: calculated total energy -68323.4831 eV. Number 4: calculated total energy -67601.5760 eV. Number 5: calculated total energy -147037.5679 eV. Number 6: calculated total energy -12488.2930 eV.